Entry 1:
Computed, not measured: 12 unconnected molecules or ions with the total composition H24O12, with the ωB97M-V functional and the def2-TZVPD basis.

```
36
Properties=species:S:1:pos:R:3:forces:R:3
O -0.473 -0.891 0.437 0.03 0.92 -0.80
H 0.423 -0.817 0.090 0.02 -0.18 -0.05
H -0.740 0.022 0.594 -0.29 0.08 -0.05
O -2.624 -4.356 -0.740 -0.12 -0.23 -0.04
H -2.398 -5.179 -0.291 0.00 0.13 0.03
H -3.310 -4.612 -1.367 0.09 0.07 0.02
O 2.010 -1.147 2.815 1.35 1.05 0.33
H 2.064 -0.474 2.127 0.31 -0.06 -0.03
H 2.715 -1.766 2.595 -0.12 0.03 -0.09
O -1.019 3.152 -0.475 -0.49 0.03 0.22
H -1.792 3.613 -0.129 0.03 -0.05 0.06
H -0.438 3.064 0.289 0.05 -0.04 -0.22
O -1.175 2.473 3.044 0.31 0.17 -0.04
H -1.459 2.068 3.871 -0.07 -0.12 -0.13
H -0.458 3.063 3.305 -0.12 0.01 0.09
O 1.069 3.470 -2.278 0.36 0.02 -0.49
H 0.549 3.836 -3.002 0.01 0.00 0.17
H 1.021 2.517 -2.413 -0.07 0.00 0.19
O -3.518 0.756 0.858 -0.03 0.05 -0.20
H -3.674 -0.063 0.375 0.08 -0.06 0.13
H -3.333 1.403 0.168 0.08 -0.02 0.08
O 1.862 2.191 0.439 -0.07 -0.09 0.29
H 1.385 2.134 1.274 0.04 -0.12 0.05
H 2.406 2.981 0.532 -0.02 -0.01 -0.20
O 2.465 -1.652 -0.042 0.01 0.05 -0.10
H 2.486 -0.806 -0.503 0.11 0.06 -0.17
H 2.410 -2.304 -0.750 -0.03 0.03 0.06
O -1.019 -1.990 -2.734 0.21 0.13 -0.42
H -0.151 -1.658 -2.477 -0.31 -0.03 0.37
H -1.596 -1.222 -2.654 0.07 -0.10 0.15
O 1.711 -0.283 -2.906 0.12 -0.08 0.02
H 2.564 -0.045 -3.284 -0.02 0.06 0.04
H 1.347 -0.920 -3.531 -0.04 0.07 -0.14
O -0.102 -2.271 2.451 -0.95 -1.22 0.73
H 0.337 -1.417 2.370 -0.37 -0.82 0.06
H 0.456 -2.871 1.942 -0.18 0.27 0.07
```
Forces are in eV/Å.

Values from the calculation:
Total energy (a.u.): -917.197223
E_HOMO (eV): -8.76
Energy above the lowest of the compared OMol25 structures with the same formula, charge and spin (eV): 3.487
E_LUMO (eV): -0.05
Kohn-Sham gap (Ha): 0.3203

From a Mulliken analysis of the wavefunction, the atomic charges in e read: -0.567, 0.252, 0.314, -0.582, 0.296, 0.300, -0.634, 0.286, 0.309, -0.560, 0.307, 0.254, -0.571, 0.288, 0.300, -0.582, 0.286, 0.278, -0.626, 0.314, 0.306, -0.533, 0.271, 0.261, -0.575, 0.286, 0.282, -0.578, 0.264, 0.317, -0.578, 0.298, 0.283, -0.595, 0.370, 0.258

Entry 2:
Computed, not measured: C3H8N2 in the gas phase, with the ωB97M-V functional and the def2-TZVPD basis.

```
13
Properties=species:S:1:pos:R:3:forces:R:3
C -0.509 0.577 0.333 4.34 4.09 -0.52
C -0.400 -1.903 -0.010 0.09 0.18 -0.08
C -0.150 -0.512 -0.601 -0.06 -0.17 -0.04
N 0.313 1.762 0.489 -1.03 -0.70 0.27
N 1.476 2.588 0.206 -2.76 -2.89 0.21
H -1.418 0.626 0.892 -0.26 0.10 0.28
H -0.147 -2.664 -0.742 0.01 -0.13 -0.03
H -1.445 -2.032 0.263 -0.10 -0.01 0.04
H 0.210 -2.056 0.877 0.02 -0.05 0.09
H -0.737 -0.419 -1.525 0.11 0.04 0.01
H 0.903 -0.416 -0.874 -0.04 0.06 -0.05
H -0.161 2.355 1.165 -0.04 -0.20 -0.13
H 2.063 2.095 -0.472 -0.29 -0.33 -0.05
```
Forces are in eV/Å.

Values from the calculation:
Total energy (a.u.): -228.487113
E_HOMO (alpha / beta) (eV): -7.53 / -7.83
Energy above the lowest of the compared OMol25 structures with the same formula, charge and spin (eV): 4.396
E_LUMO (alpha / beta) (eV): 0.78 / 0.75
Kohn-Sham gap (alpha / beta) (Ha): 0.3052 / 0.3152

From a Mulliken analysis of the wavefunction, the atomic charges in e read: -0.201, -1.149, -0.198, 0.069, -0.731, 0.355, 0.323, 0.310, 0.333, 0.260, 0.202, 0.268, 0.159

Entry 3:
Computed, not measured: a molecular structure, C23H35InN4O7S, with the ωB97M-V functional and the def2-TZVPD basis.

```
71
Properties=species:S:1:pos:R:3:forces:R:3
In -0.005 -0.014 -0.039 1.67 -0.56 4.73
C 0.967 -3.229 -4.161 0.00 0.24 0.18
O 0.886 -3.108 -2.742 0.34 0.24 0.54
C 0.580 -1.916 -2.193 -1.00 0.50 -0.34
O 0.688 -1.625 -1.005 -1.78 -6.68 -7.27
N 0.008 -0.951 -2.972 1.51 -1.80 -1.48
N -0.400 0.049 -2.105 -3.14 3.75 -7.97
H 1.515 -4.146 -4.389 -0.10 0.10 0.28
H 1.508 -2.387 -4.602 -0.13 -0.02 0.09
H -0.038 -3.311 -4.585 0.02 0.06 -0.12
H -0.524 -1.220 -3.789 0.05 0.19 0.04
H -1.525 0.319 -2.185 3.55 -1.01 0.88
H -0.062 1.101 -2.444 -0.89 -4.22 0.34
C -3.860 3.602 2.749 0.00 0.01 0.35
C -3.603 2.594 1.619 -0.02 -0.09 -0.19
C -4.924 1.972 1.140 -0.27 -0.24 -0.04
C -2.844 3.247 0.457 0.42 -0.31 0.34
C -3.506 4.270 -0.239 0.66 -0.32 -0.20
C -2.936 4.873 -1.341 -0.86 0.35 0.14
C -1.684 4.478 -1.786 0.99 -1.05 0.96
C -0.949 3.470 -1.133 0.19 1.91 -0.24
C 0.461 3.121 -1.650 0.00 0.86 0.09
C 1.529 3.458 -0.596 0.38 -0.29 0.17
C 0.863 3.809 -2.968 -0.15 0.09 -0.20
C -1.533 2.824 0.035 1.20 -3.65 0.44
N -0.754 1.727 1.031 -2.08 5.73 -11.58
C -0.628 1.874 2.135 1.33 2.15 14.59
C 0.070 0.759 2.755 -3.51 8.84 7.72
C 0.396 0.542 4.027 0.37 0.74 4.47
C 1.061 -0.702 4.104 -0.20 0.10 0.25
C 1.139 -1.242 2.855 -1.85 2.25 0.06
N 0.391 -0.089 2.030 3.74 -11.47 -3.92
C 1.809 -2.616 2.543 0.02 -0.08 -0.22
C 1.747 -2.949 1.017 -0.78 -5.72 1.66
C 3.285 -2.568 2.988 0.16 0.28 1.47
C 1.077 -3.732 3.314 -0.20 -0.24 0.20
H -4.377 3.104 3.593 0.17 0.25 -0.29
H -4.490 4.444 2.404 0.30 -0.34 0.12
H -2.901 4.010 3.123 -0.49 -0.13 -0.18
H -3.043 1.751 2.050 0.06 0.38 -0.27
H -5.616 2.734 0.734 0.29 -0.32 0.12
H -5.433 1.464 1.983 0.15 0.19 -0.35
H -4.722 1.218 0.353 -0.13 0.41 0.34
H -4.490 4.603 0.063 -0.10 -0.10 0.20
H -3.472 5.656 -1.863 -0.03 0.05 -0.04
H -1.306 5.002 -2.650 0.32 -0.20 -0.16
H 0.489 2.056 -1.889 0.64 0.88 0.69
H 1.526 4.546 -0.384 -0.08 -0.43 -0.14
H 2.533 3.169 -0.963 -0.44 0.11 0.23
H 1.367 2.923 0.354 0.06 0.19 -0.38
H 0.921 4.910 -2.848 -0.08 -0.49 -0.15
H 0.142 3.557 -3.772 0.30 0.29 0.29
H 1.860 3.452 -3.295 -0.45 0.13 0.28
H -0.962 2.721 2.715 -0.23 0.60 0.59
H 0.176 1.212 4.850 0.10 0.03 0.14
H 1.441 -1.142 5.013 0.13 -0.08 0.10
H 2.275 -2.172 0.416 0.04 -10.79 -0.31
H 0.692 -3.014 0.674 0.16 -1.89 0.30
H 2.232 -3.932 0.808 0.44 -0.60 0.29
H 3.827 -1.771 2.449 -0.33 -0.70 0.92
H 3.788 -3.535 2.781 -0.23 0.44 -0.04
H 3.365 -2.369 4.077 -0.31 -0.25 -0.15
H 0.012 -3.778 3.009 0.47 0.02 0.17
H 1.119 -3.555 4.407 -0.04 -0.05 -0.46
H 1.541 -4.718 3.110 -0.14 0.43 0.04
O -1.142 1.217 -0.770 -8.30 3.90 -4.02
O 3.255 0.387 0.536 -1.76 -2.34 0.17
S 2.858 -1.041 0.176 8.71 4.90 -2.05
O 2.873 -1.094 -1.350 0.15 0.07 2.21
O 1.259 -1.384 0.778 2.72 10.45 -1.43
O 4.061 -2.087 0.750 -1.70 4.32 -2.98
```
Forces are in eV/Å.

Values from the calculation:
Net charge: -2
Total energy (a.u.): -2230.405149
E_HOMO (eV): 0.51
E_LUMO (eV): 3.96
Kohn-Sham gap (Ha): 0.1266

From a Mulliken analysis of the wavefunction, the atomic charges in e read: 2.112, -0.878, -0.330, 0.147, -0.492, -0.630, -0.263, 0.270, 0.340, 0.291, 0.225, 0.423, 0.319, -1.564, 0.617, -1.483, 0.549, -0.120, -1.802, -0.734, 1.863, 1.880, -1.538, -2.226, -0.364, -0.189, -0.286, 1.742, -1.961, 0.083, -1.580, 0.026, 2.873, -0.803, -1.628, -2.030, 0.420, 0.278, 0.353, 0.202, 0.252, 0.417, 0.313, 0.268, 0.311, 0.341, -0.977, 0.315, 0.384, 0.258, 0.357, 0.425, 0.427, 0.285, 0.329, 0.508, -0.219, 0.035, 0.140, 0.446, 0.367, 0.281, 0.355, 0.320, 0.420, -1.031, -0.781, 1.334, -0.728, -0.496, -0.765

Entry 4:
Computed, not measured: 12 unconnected molecules or ions with the total composition C64H56N12O20, with the ωB97M-V functional and the def2-TZVPD basis.

```
152
Properties=species:S:1:pos:R:3:forces:R:3
O -13.127 -9.670 29.393 0.38 1.21 0.20
N -13.674 -10.734 29.302 0.19 -0.38 0.58
O -14.056 -11.211 28.269 -0.64 -0.53 -1.14
C -13.803 -11.537 30.510 -0.50 -0.40 1.07
C -13.430 -11.008 31.740 1.41 0.47 -1.17
C -13.299 -11.846 32.819 -0.15 -0.02 0.38
C -13.708 -13.161 32.719 -1.01 -1.00 0.30
C -14.211 -13.683 31.529 0.86 1.05 0.24
C -14.231 -12.842 30.429 -0.37 -1.12 -0.96
H -12.982 -10.022 31.710 -0.32 0.08 0.34
H -12.834 -11.495 33.729 -0.22 0.13 0.11
H -13.780 -13.800 33.595 0.56 0.11 0.01
H -14.428 -14.730 31.400 -0.34 -0.04 0.19
H -14.554 -13.304 29.501 0.11 0.50 -0.14
O -12.644 -5.268 20.175 0.44 0.26 0.13
N -11.650 -4.574 20.373 -0.27 -0.30 -0.21
O -10.650 -4.602 19.690 -0.08 0.03 0.03
C -11.686 -3.657 21.519 0.28 -0.27 0.13
C -12.682 -3.816 22.451 -0.04 0.03 0.14
C -12.739 -2.914 23.492 -0.84 0.21 0.34
C -11.830 -1.873 23.615 0.47 -0.57 0.12
C -10.748 -1.849 22.756 0.33 0.40 -0.91
C -10.673 -2.740 21.688 -0.29 0.31 -0.59
H -13.339 -4.666 22.411 -0.33 0.13 -0.13
H -13.570 -3.004 24.182 0.13 0.01 0.06
H -11.899 -1.164 24.427 -0.10 0.06 -0.03
H -10.002 -1.063 22.783 -0.02 -0.05 0.31
H -9.950 -2.675 20.885 0.28 0.10 0.35
O -13.984 -0.005 19.576 0.21 0.09 0.10
N -15.016 -0.197 18.973 -0.16 0.15 -0.54
O -15.435 0.497 18.064 0.11 0.05 0.13
C -15.829 -1.355 19.347 -0.21 0.15 0.44
C -17.119 -1.455 18.877 -0.54 -0.32 -0.68
C -17.884 -2.541 19.275 0.53 -0.18 -0.28
C -17.326 -3.494 20.114 -0.81 0.05 0.71
C -16.072 -3.318 20.678 0.06 -0.10 -0.38
C -15.310 -2.241 20.266 0.37 0.10 0.44
H -17.530 -0.786 18.134 0.24 0.29 0.17
H -18.870 -2.696 18.858 -0.05 0.09 0.07
H -17.963 -4.313 20.428 0.21 -0.14 -0.09
H -15.684 -4.020 21.402 0.03 -0.01 0.05
H -14.337 -2.028 20.688 0.02 -0.18 -0.06
O -6.710 -8.363 21.698 -0.17 0.07 0.16
N -7.897 -8.246 21.464 -0.04 -0.25 -0.57
O -8.463 -8.759 20.515 0.10 0.00 0.13
C -8.714 -7.415 22.352 0.23 -0.03 0.80
C -10.040 -7.190 22.059 0.01 0.42 -0.96
C -10.781 -6.300 22.825 0.21 -1.41 0.11
C -10.191 -5.752 23.956 -0.14 1.12 0.08
C -8.884 -6.041 24.309 0.31 -1.43 -0.44
C -8.147 -6.923 23.507 0.22 0.75 0.35
H -10.406 -7.600 21.127 -0.29 -0.11 0.16
H -11.833 -6.241 22.578 0.11 0.50 0.20
H -10.695 -4.963 24.510 -0.28 -0.36 0.09
H -8.442 -5.747 25.247 -0.09 0.51 -0.07
H -7.117 -7.140 23.760 -0.07 -0.14 -0.09
O -19.008 -9.744 18.756 0.26 -0.04 0.06
N -17.815 -9.962 18.874 -0.29 -0.07 -0.06
O -17.260 -10.990 18.541 -0.01 0.01 -0.05
C -16.982 -8.911 19.467 0.56 0.12 -0.19
C -17.585 -7.917 20.199 -0.40 -0.11 0.78
C -16.784 -6.964 20.818 0.38 -0.13 -0.41
C -15.411 -6.996 20.600 0.13 0.32 0.31
C -14.823 -7.922 19.751 -0.34 -0.37 0.28
C -15.613 -8.928 19.222 -0.17 0.23 -0.85
H -18.651 -7.985 20.377 -0.01 0.21 -0.10
H -17.203 -6.171 21.423 -0.12 -0.18 0.16
H -14.760 -6.296 21.104 -0.06 0.24 -0.06
H -13.766 -7.868 19.536 0.03 -0.02 -0.01
H -15.230 -9.610 18.474 0.08 -0.24 0.35
O -13.970 -6.406 24.014 -0.18 0.12 0.14
N -14.914 -5.771 24.472 0.77 -0.72 -0.77
O -15.326 -4.745 23.981 -0.18 0.45 -0.21
C -15.567 -6.293 25.642 -0.92 0.46 0.15
C -16.578 -5.525 26.191 -0.24 0.64 0.14
C -17.151 -5.904 27.393 -0.10 -0.56 -0.67
C -16.895 -7.196 27.838 -0.56 -0.48 0.01
C -15.965 -8.017 27.202 0.07 0.47 0.64
C -15.241 -7.522 26.138 0.80 -0.84 0.30
H -16.961 -4.671 25.643 0.46 0.26 0.27
H -17.867 -5.254 27.874 -0.10 -0.08 0.01
H -17.556 -7.636 28.580 0.38 0.20 0.36
H -15.727 -8.991 27.606 -0.13 -0.11 -0.11
H -14.430 -8.106 25.726 -0.03 0.07 -0.16
O -18.545 -11.371 28.997 0.28 -0.43 -0.69
N -18.844 -10.693 29.948 -0.18 -0.18 0.29
O -18.515 -10.931 31.091 0.15 0.03 0.24
C -19.677 -9.528 29.707 -0.22 0.82 0.01
C -19.816 -8.607 30.728 0.57 0.20 0.29
C -20.570 -7.468 30.530 -0.64 -0.18 0.17
C -21.251 -7.292 29.333 0.34 0.27 -0.94
C -21.061 -8.188 28.282 -0.16 -0.73 0.62
C -20.283 -9.325 28.483 -0.30 -0.22 -0.36
H -19.268 -8.744 31.650 -0.14 -0.14 0.03
H -20.717 -6.800 31.367 0.10 0.20 -0.12
H -21.867 -6.422 29.127 -0.02 -0.03 0.36
H -21.613 -8.136 27.352 0.13 0.40 -0.01
H -20.222 -10.067 27.700 0.24 0.03 0.04
O -18.470 -8.336 23.923 0.56 -0.02 0.14
N -18.295 -9.196 24.773 -1.71 0.18 -0.19
O -19.179 -9.488 25.568 0.76 -0.22 0.13
C -17.050 -9.945 24.771 0.54 0.07 -0.13
C -16.820 -10.970 25.662 0.19 -0.92 -0.03
C -15.600 -11.636 25.570 0.32 0.22 0.04
C -14.631 -11.221 24.667 -0.11 0.16 0.43
C -14.885 -10.170 23.800 0.64 -0.60 -0.36
C -16.102 -9.546 23.837 -0.90 0.62 -0.01
H -17.539 -11.351 26.372 -0.28 0.40 0.04
H -15.346 -12.453 26.230 -0.28 0.03 0.13
H -13.646 -11.667 24.701 -0.06 -0.18 -0.18
H -14.111 -9.940 23.078 -0.18 0.43 -0.03
H -16.419 -8.712 23.218 0.48 -0.19 -0.22
O -21.643 -7.549 22.255 -0.12 0.08 0.07
N -22.459 -7.264 23.113 0.88 -0.20 -0.10
O -23.633 -7.520 23.062 -0.80 -0.18 -0.02
C -21.974 -6.535 24.290 -0.19 0.09 0.40
C -20.658 -6.142 24.339 1.17 1.08 -0.98
C -20.215 -5.246 25.296 -1.16 -0.56 1.40
C -21.127 -4.864 26.290 0.79 0.54 -0.18
C -22.429 -5.327 26.287 0.02 -0.01 0.19
C -22.861 -6.186 25.296 -0.28 -0.06 -0.14
H -19.944 -6.327 23.548 -0.36 -0.66 -0.11
H -19.185 -4.940 25.363 0.04 0.13 -0.25
H -20.812 -4.149 27.045 -0.03 -0.14 0.02
H -23.118 -5.002 27.055 -0.02 -0.05 0.02
H -23.882 -6.541 25.312 0.03 -0.05 -0.28
O -8.808 -2.084 27.038 0.47 0.98 0.05
N -9.376 -3.137 27.010 -0.60 -0.80 0.06
O -8.837 -4.222 26.932 0.32 -0.19 0.05
C -10.847 -3.141 27.042 0.17 -0.02 0.56
C -11.531 -1.949 27.151 -0.25 -0.12 -0.72
C -12.903 -1.988 26.959 -0.16 1.04 0.84
C -13.618 -3.167 26.881 0.24 -0.54 -0.17
C -12.894 -4.354 26.913 0.12 -0.25 -0.47
C -11.510 -4.351 26.982 -0.32 -0.04 -0.33
H -11.066 -0.984 27.278 0.38 -0.16 -0.07
H -13.355 -0.999 26.964 -0.49 -0.30 -0.04
H -14.696 -3.205 26.768 0.06 0.19 0.02
H -13.346 -5.322 26.724 -0.29 0.16 0.40
H -10.992 -5.292 26.906 0.28 0.05 0.08
C -17.055 -0.421 26.028 0.01 -0.56 -0.54
C -17.068 -1.625 26.850 0.03 1.08 -0.43
N -17.057 -2.552 27.510 -0.07 -0.98 0.69
H -16.408 -0.623 25.172 0.09 0.16 0.09
H -16.706 0.439 26.586 -0.05 0.09 0.06
H -18.051 -0.273 25.614 -0.04 0.22 0.17
C -20.069 -2.315 22.905 0.67 -0.38 -0.81
C -18.840 -2.654 23.609 -0.60 0.41 0.24
N -17.870 -2.909 24.159 0.48 -0.11 0.21
H -20.674 -1.549 23.371 0.04 0.01 0.32
H -20.622 -3.242 22.763 -0.25 0.11 -0.02
H -19.719 -1.956 21.931 -0.39 0.00 -0.05
```
Forces are in eV/Å.

Values from the calculation:
Total energy (a.u.): -4633.347659
E_HOMO (eV): -9.72
Energy above the lowest of the compared OMol25 structures with the same formula, charge and spin (eV): 0.000
E_LUMO (eV): -0.96
Kohn-Sham gap (Ha): 0.3218

Mulliken population analysis, charges in e, atoms 1 to 99: -0.619, 1.060, -0.539, 0.089, -0.413, -0.523, -0.336, -0.706, 0.044, 0.447, 0.380, 0.348, 0.407, 0.370, -0.557, 1.270, -0.667, -0.962, 2.744, -0.013, -0.633, -1.231, -0.715, -1.207, 0.192, 0.571, 0.442, 0.606, -0.609, 1.019, -0.617, -0.221, -0.509, -0.774, -0.850, 0.345, -0.414, 0.472, 0.479, 0.582, 0.454, 0.650, -0.607, 1.024, -0.614, -0.238, -0.590, -0.103, 0.240, -0.590, -0.639, 0.539, 0.290, 0.436, 0.396, 0.472, -0.585, 0.979, -0.595, 0.030, -0.616, -0.335, 0.125, -0.620, -0.621, 0.564, 0.584, 0.041, 0.560, 0.494, -0.608, 1.977, -0.632, -0.974, 0.214, -0.480, -0.587, -0.461, -0.265, -0.162, 0.569, 0.313, 0.374, 0.850, -0.583, 1.054, -0.637, -0.062, -0.286, -0.642, -0.463, -0.042, -0.349, 0.472, 0.432, 0.385, 0.353, 0.358, -0.493

- total energy of number 2 (C3H8N2)?
  -228.487113 a.u.